This record from OMol25 describes a 6-piece molecular cluster, C49H46F9N5O20S overall at a distorted geometry. The level of theory is the ωB97M-V functional and the def2-TZVPD basis.

Each line ends with the Mulliken charge.
Element x y z (Å)
C (-0.07, 0.39, 4.05)  -1.4972
C (-0.55, 1.12, 2.83)  0.5819
C (-0.21, 2.45, 2.59)  -0.8802
C (-0.65, 3.08, 1.43)  -0.7380
C (-1.46, 2.42, 0.52)  -0.6599
C (-1.83, 1.09, 0.76)  0.1310
C (-2.68, 0.31, -0.22)  -1.0501
C (-1.89, -0.89, -0.70)  0.4135
C (-0.58, -0.61, -1.13)  -1.0400
C (0.25, -1.58, -1.61)  1.1490
C (1.63, -1.18, -2.07)  -1.2696
O (2.40, -0.51, -1.07)  -0.1961
C (2.76, -1.23, 0.01)  0.8087
F (3.94, -0.79, 0.46)  -0.2819
F (1.88, -1.09, 1.01)  -0.2295
F (2.87, -2.53, -0.24)  -0.2830
C (-0.17, -2.93, -1.66)  -0.5071
N (0.70, -3.88, -2.11)  -0.2960
C (0.25, -5.10, -2.14)  0.9442
C (1.22, -6.17, -2.59)  -1.0969
C (2.66, -5.74, -2.26)  1.4352
C (3.36, -4.97, -3.37)  -1.9486
O (3.42, -6.96, -2.05)  -0.5318
C (3.46, -7.34, -0.69)  -0.6490
C (4.48, -6.56, 0.10)  0.4152
C (4.06, -5.56, 0.97)  0.0134
C (4.97, -4.80, 1.69)  -0.7644
C (6.33, -5.04, 1.53)  -0.4820
C (6.75, -6.05, 0.68)  -0.5087
C (5.84, -6.82, -0.03)  -0.5207
C (-1.08, -5.43, -1.73)  -0.0744
C (-1.64, -6.83, -1.81)  -0.8654
C (-2.34, -7.21, -0.49)  -0.7712
S (-1.00, -7.21, 0.75)  0.0816
C (-1.86, -7.52, 2.22)  0.2406
N (-2.57, -8.55, 2.55)  -0.2318
N (-3.04, -8.32, 3.80)  -0.4674
C (-2.57, -7.18, 4.17)  0.0159
O (-1.81, -6.61, 3.22)  -0.1675
N (-1.91, -4.52, -1.30)  -0.4159
C (-1.47, -3.24, -1.26)  0.5731
C (-2.34, -2.20, -0.79)  0.7876
C (-3.73, -2.58, -0.44)  -0.5632
O (-4.41, -3.23, -1.16)  -0.5026
N (-4.31, -2.09, 0.80)  0.0097
C (-4.01, -2.86, 1.88)  0.4207
O (-3.19, -3.68, 1.98)  -0.4624
F (-4.79, -2.52, 2.91)  -0.1909
C (-1.37, 0.46, 1.91)  0.1834
H (-0.89, -0.12, 4.54)  0.3775
H (0.67, -0.36, 3.77)  0.2300
H (0.39, 1.06, 4.77)  0.3987
H (0.41, 3.01, 3.27)  0.4505
H (-0.38, 4.10, 1.22)  0.6124
H (-1.78, 2.92, -0.39)  0.4778
H (-2.92, 0.92, -1.09)  0.3854
H (-3.59, 0.05, 0.29)  0.5265
H (-0.22, 0.41, -1.09)  0.7889
H (1.51, -0.45, -2.86)  0.4408
H (2.17, -2.01, -2.51)  0.1560
H (1.13, -6.30, -3.66)  0.2049
H (1.06, -7.10, -2.06)  0.1247
H (2.68, -5.21, -1.31)  -0.0473
H (2.69, -4.68, -4.17)  0.4094
H (3.80, -4.07, -2.95)  0.1828
H (4.19, -5.57, -3.73)  0.5743
H (3.72, -8.40, -0.64)  0.6477
H (2.47, -7.25, -0.22)  -0.0396
H (3.01, -5.36, 1.10)  0.4221
H (4.64, -4.02, 2.36)  0.4528
H (7.05, -4.44, 2.06)  0.4016
H (7.81, -6.24, 0.55)  0.3683
H (6.19, -7.59, -0.70)  0.4253
H (-2.35, -6.86, -2.62)  0.4639
H (-0.87, -7.58, -1.95)  0.2998
H (-2.72, -8.22, -0.58)  0.5463
H (-3.14, -6.53, -0.24)  0.4130
H (-2.72, -6.66, 5.09)  0.4296
H (-5.30, -1.93, 0.69)  0.3151
H (-1.61, -0.57, 2.12)  0.4945
O (-10.60, -0.48, 4.52)  -0.4894
C (-9.59, -1.01, 4.82)  0.6341
O (-8.58, -1.30, 3.97)  -0.3179
C (-7.48, -1.80, 4.74)  -0.2517
C (-8.16, -2.30, 5.99)  0.3338
F (-7.39, -2.16, 7.09)  -0.2744
O (-9.28, -1.43, 6.09)  -0.3096
H (-6.78, -0.99, 4.96)  0.2216
H (-6.95, -2.58, 4.20)  0.1584
H (-8.52, -3.33, 5.93)  0.2892
O (1.55, 5.22, 0.51)  -0.5449
C (2.13, 4.48, -0.21)  0.5828
O (1.55, 3.65, -1.10)  -0.0414
C (2.59, 3.03, -1.87)  0.1099
C (3.78, 3.15, -0.95)  0.4106
F (4.93, 3.31, -1.64)  -0.3101
O (3.49, 4.35, -0.24)  -0.3499
H (2.73, 3.59, -2.80)  0.2734
H (2.33, 2.00, -2.11)  -0.3856
H (3.90, 2.33, -0.24)  0.3035
O (7.19, 8.41, 0.21)  -0.4989
C (6.04, 8.34, -0.08)  0.5513
O (5.03, 8.84, 0.66)  -0.3349
C (3.81, 8.69, -0.08)  -0.3409
C (4.16, 7.55, -1.01)  0.6916
F (3.53, 7.66, -2.21)  -0.2938
O (5.56, 7.72, -1.20)  -0.3584
H (3.60, 9.61, -0.64)  0.2543
H (2.98, 8.46, 0.58)  0.2759
H (3.97, 6.56, -0.60)  -0.0081
O (0.44, 4.02, -4.32)  -0.5328
C (0.17, 5.05, -3.80)  0.6081
O (0.85, 6.20, -3.98)  -0.3411
C (0.17, 7.25, -3.28)  -0.1799
C (-0.61, 6.46, -2.25)  0.6864
F (-1.78, 7.06, -1.95)  -0.2895
O (-0.85, 5.23, -2.91)  -0.3027
H (-0.50, 7.77, -3.96)  0.2871
H (0.87, 7.95, -2.85)  0.1494
H (-0.06, 6.27, -1.32)  -0.0448
O (0.34, 10.23, -1.07)  -0.4734
C (-0.72, 10.67, -1.41)  0.5858
O (-1.11, 11.95, -1.25)  -0.3316
C (-2.37, 12.11, -1.91)  -0.4400
C (-2.89, 10.69, -1.94)  0.2898
F (-3.63, 10.44, -3.05)  -0.2728
O (-1.70, 9.93, -2.00)  -0.2074
H (-2.21, 12.50, -2.92)  0.2771
H (-3.01, 12.79, -1.36)  0.2717
H (-3.46, 10.40, -1.06)  0.2849

Calculated values
HOMO level: -9.227 eV
LUMO energy: -0.912 eV
Frontier orbital gap: 8.31 eV
F_max: 1.6 eV/Å
Structure (SMILES): Cc1cccc(Cc2cc(COC(F)(F)F)c3nc(C[C@H](C)OCc4ccccc4)c(CCSc4nnco4)nc3c2C(=O)NC(=O)F)c1.O=C1OC[C@@H](F)O1.O=C1OC[C@@H](F)O1.O=C1OC[C@@H](F)O1.O=C1OC[C@@H](F)O1.O=C1OC[C@@H](F)O1